6
Properties=species:S:1:pos:R:3:forces:R:3 method="wB97M-V/def2-TZVPD" lumo_energy_ev=-1.20 largest_force_ev_per_a=3.248 e_tot_ha=-1330.2995 gap_ev=9.0
N 0.262950 -1.635256 -0.683907 1.1 2.3 -2.0
O 2.009631 -1.236277 1.193042 0.7 -0.8 2.5
P 1.479216 -0.863151 -0.075825 -0.8 0.2 -0.9
S 2.861873 0.843231 -0.656939 -1.9 -1.1 -0.5
Cl 4.272998 -0.051669 0.372859 1.6 0.3 0.3
H 0.221811 -1.190995 -1.643273 -0.7 -0.8 0.7

=====

6
Properties=species:S:1:pos:R:3:forces:R:3 method="wB97M-V/def2-TZVPD" lumo_energy_ev=-0.04 largest_force_ev_per_a=4.020 e_tot_ha=-761.4422 gap_ev=12.5
O 0.354023 -0.377224 -1.588227 0.5 -1.0 -1.4
O 0.786128 1.187967 0.097902 1.1 1.3 0.4
O -1.412309 0.632133 -0.443658 -1.7 0.4 -0.2
O -0.017487 -1.037909 0.790679 -0.4 1.0 -2.1
Cl -0.085279 0.251710 -0.444424 0.5 -2.1 3.4
H 0.374924 -0.656677 1.587728 0.1 0.5 -0.1

=====

20
Properties=species:S:1:pos:R:3:forces:R:3 method="wB97M-V/def2-TZVPD" lumo_energy_ev=-21.67 largest_force_ev_per_a=10.640 e_tot_ha=-2923.1629 charge=+5 gap_ev=2.6
Hg -3.449093 1.836635 -4.008404 -0.3 0.1 -0.6
Hg -0.250018 -1.247173 -4.321517 -0.2 -0.9 -2.3
Hg -2.131985 2.380462 0.486645 1.0 1.0 1.2
Hg -2.189543 -3.108276 0.094896 0.9 -0.1 0.4
Hg 1.499646 0.832925 -0.942461 1.4 0.3 1.7
S -1.137305 -0.120409 -1.664333 -10.6 0.8 1.0
O 0.069295 -0.196840 -2.357578 7.2 -0.4 -1.6
O -2.099362 0.606590 -2.646974 1.3 -2.0 1.8
O -1.682515 -1.444608 -1.200915 0.5 1.0 -1.1
O -0.980899 0.748046 -0.496500 0.5 0.6 1.3
S 0.843233 2.284659 2.142739 -1.2 -1.3 -4.6
O -0.117702 3.010438 1.261853 -1.8 0.6 -0.9
O 1.782733 3.131616 2.713853 3.1 2.7 1.8
O 0.180249 1.701086 3.243533 -1.0 -2.1 2.0
O 1.537842 1.352167 1.158314 0.3 -0.5 0.5
Cl 1.631334 -2.320686 1.278833 -1.2 -4.3 5.0
O 1.721360 -2.078590 2.804474 -0.3 0.0 -3.6
O 2.385420 -1.487732 0.504851 1.7 4.5 -2.3
O 2.167980 -3.617507 1.076026 -0.5 -0.6 0.7
O 0.219332 -2.262805 0.872665 -0.6 0.6 -0.2

=====

18
Properties=species:S:1:pos:R:3:forces:R:3 method="wB97M-V/def2-TZVPD" lumo_energy_ev=-4.52 largest_force_ev_per_a=2.932 e_tot_ha=-1774.2887 charge=-1 gap_ev=2.5
Tl 0.932902 0.588263 0.280138 -0.3 -0.3 0.5
N -1.094276 -0.711758 -2.263519 -2.3 1.3 0.4
O -2.266892 -0.635324 -2.688479 0.5 -0.5 0.0
O -0.922157 -1.162480 -1.130280 1.0 -0.1 -0.7
O -0.264356 -0.140918 -2.971500 0.9 -0.6 0.3
N 3.202809 -1.206357 -2.528012 0.6 1.8 -2.2
O 4.212357 -1.863599 -2.716237 -0.2 -0.6 0.8
O 2.846339 -0.769715 -1.434118 -0.2 -0.7 -0.2
O 2.646873 -0.799578 -3.623312 -0.5 -0.5 1.9
N -2.667478 2.462551 0.130694 -2.3 1.8 -0.3
O -1.621750 2.074291 0.593507 0.7 -0.6 0.1
O -2.979328 2.398475 -1.073724 1.0 -0.8 -0.3
O -3.530882 3.059081 0.807948 0.8 -0.6 0.4
Cl 0.334790 -0.644179 3.734465 -1.9 -0.9 0.9
O -0.569991 -0.999972 4.815587 -0.1 0.8 -0.8
O 1.447523 -1.536596 3.906502 1.1 1.0 -0.7
O -0.294235 -0.897679 2.429613 0.2 -0.2 -0.4
O 0.587751 0.785494 3.730729 1.1 -0.5 0.4

=====

5
Properties=species:S:1:pos:R:3:forces:R:3 method="wB97M-V/def2-TZVPD" lumo_energy_ev="-2.54 / -2.54" largest_force_ev_per_a=2.918 e_tot_ha=-1063.4557 gap_ev="7.1 / 7.1"
N -0.631621 -0.545297 0.421305 -1.3 2.5 -0.9
O 0.268616 -1.164068 0.825710 0.4 -0.5 0.1
O -1.812524 -0.506442 0.655509 1.6 -0.2 -0.5
S 0.123164 1.301781 -1.043458 -0.8 -1.7 1.2
Cl 2.052365 0.914026 -0.859067 0.0 -0.1 0.1

=====

5
Properties=species:S:1:pos:R:3:forces:R:3 method="wB97M-V/def2-TZVPD" lumo_energy_ev=-1.17 largest_force_ev_per_a=2.488 e_tot_ha=-740.4423 gap_ev=9.8
N 0.655485 0.107940 0.096020 0.5 -1.3 0.4
O -0.871226 0.416786 -0.206186 1.6 1.9 -0.3
O 0.968362 -0.350487 1.132775 -1.5 -0.4 1.1
O 1.370428 0.449737 -0.763795 -0.7 0.9 -1.5
Cl -2.123051 -0.623978 -0.258816 0.1 -1.2 0.4

=====

8
Properties=species:S:1:pos:R:3:forces:R:3 method="wB97M-V/def2-TZVPD" lumo_energy_ev=-0.15 largest_force_ev_per_a=2.862 e_tot_ha=-1576.0025 gap_ev=12.3
O -1.481184 1.824409 0.060486 0.0 0.2 0.0
O 1.727143 -1.648674 0.111127 -1.0 0.2 -0.7
O -0.024025 -0.054006 -1.143129 1.0 -0.5 0.3
O 0.066875 -0.132242 1.107197 -1.0 0.7 -0.5
O 2.076192 0.775582 -0.083256 -1.2 -1.2 0.0
P -1.057586 0.452274 -0.022999 0.0 -0.4 0.8
S 1.181055 -0.344853 -0.000595 2.5 1.3 0.0
Cl -2.488470 -0.872487 -0.028833 -0.4 -0.3 0.1

=====

8
Properties=species:S:1:pos:R:3:forces:R:3 method="wB97M-V/def2-TZVPD" lumo_energy_ev=1.72 largest_force_ev_per_a=3.435 e_tot_ha=-1632.7935 charge=-1 gap_ev=5.5
O -1.060217 -1.932589 0.241955 0.5 0.1 0.4
O -2.426593 -0.131784 -0.698951 2.1 -0.3 1.1
O 0.089396 -0.001852 -0.867730 -0.3 0.5 0.6
O -0.822668 0.423503 1.159949 0.5 -0.3 -0.8
O 0.185393 2.494247 0.003112 0.5 -2.7 0.3
S -1.191737 -0.560361 -0.060263 -3.0 0.3 -1.6
S 0.548834 1.116841 0.337377 -0.1 2.3 -0.1
Cl 4.677594 -1.408002 -0.115452 -0.2 0.1 0.0

=====

46
Properties=species:S:1:pos:R:3:forces:R:3 method="wB97M-V/def2-TZVPD" lumo_energy_ev="1.88 / -1.68" largest_force_ev_per_a=14.205 spin_multiplicity=4 e_tot_ha=-8141.4493 charge=-3 gap_ev="6.0 / 2.4"
Co 0.188205 0.125150 -0.250463 -0.2 0.1 -0.5
N 2.939574 1.334967 -2.311700 -1.8 3.3 -3.6
S 4.424560 1.190504 -2.531142 8.5 -5.3 3.0
O 5.344844 2.041176 -1.782950 -1.4 0.1 -1.4
O 4.972880 0.553176 -3.741454 -1.2 2.0 1.1
F 4.445114 -0.093417 -1.589979 0.4 -1.2 1.1
S 2.894935 2.379164 -3.689702 -3.6 0.3 -4.1
O 2.952166 1.775761 -5.057634 0.5 1.4 3.6
O 3.431606 3.709320 -3.496011 -0.2 -1.6 0.1
F 1.353836 2.490783 -3.546544 -1.4 0.9 0.3
N 1.318142 -1.332858 2.870899 3.4 3.4 0.5
S 2.571153 -0.739811 3.984367 6.9 5.4 1.0
O 3.678324 -1.690878 4.106071 -3.2 0.8 -0.1
O 2.221808 0.143153 5.095728 -0.9 -2.9 -2.1
F 3.298064 0.361212 3.067219 -1.5 -1.2 -0.4
S 0.938548 -2.403950 3.886008 -7.5 -9.2 -0.8
O 0.126435 -1.911751 4.945669 1.4 0.7 0.7
O 1.675853 -3.630237 3.912390 2.0 1.6 1.5
F -0.188968 -3.066405 2.962965 -0.6 1.2 -0.3
N -3.233113 0.167427 -1.347609 -3.6 -0.1 0.0
S -4.737612 0.449575 -0.553470 -0.7 1.6 2.8
O -5.805789 -0.558034 -0.627526 2.3 2.0 0.0
O -5.112407 1.868469 -0.525831 0.6 -2.6 -0.5
F -4.108118 0.256755 0.909214 -0.1 -0.2 -0.3
S -3.956217 -0.144042 -2.751261 1.4 -2.9 -5.2
O -4.525829 0.962267 -3.474822 0.1 0.0 1.0
O -4.660695 -1.415431 -2.902743 1.2 1.8 0.7
F -2.580771 -0.441029 -3.673151 -1.0 0.5 1.5
N -0.978700 6.356412 2.698001 4.1 -1.2 -6.1
S 0.231120 5.236540 2.647597 4.1 -2.3 -5.0
O -0.172423 3.894222 2.249989 -0.1 1.8 0.9
O 1.387455 5.329408 3.530420 -2.2 0.4 -0.8
F 0.862175 5.769393 1.212001 -0.6 0.0 1.3
S -1.321339 6.089984 4.068982 -6.6 0.6 12.6
O -0.494198 6.772328 5.100427 -1.4 -1.9 -1.9
O -1.970651 4.777486 4.425821 2.4 3.1 -0.9
F -2.646325 7.078858 4.082677 0.5 -0.4 -0.1
N -0.310125 -6.036549 -3.362468 -5.4 -2.8 0.2
S -1.593213 -6.569019 -2.408596 -3.6 -2.5 -1.0
O -2.228107 -5.745700 -1.370651 2.2 -1.0 -1.7
O -1.564473 -8.022833 -2.199856 0.7 2.4 0.1
F -2.705251 -6.489067 -3.579293 0.6 0.3 0.2
S 0.506267 -5.383173 -2.310224 7.7 3.5 1.8
O 1.113338 -6.217458 -1.273334 -1.6 1.0 -0.7
O 0.219559 -3.993826 -2.053123 -0.2 -0.9 0.7
F 1.798361 -5.228020 -3.344907 -0.4 0.0 0.6

=====

37
Properties=species:S:1:pos:R:3:forces:R:3 method="wB97M-V/def2-TZVPD" lumo_energy_ev="6.45 / 6.27" largest_force_ev_per_a=10.339 spin_multiplicity=5 e_tot_ha=-6789.8384 charge=-3 gap_ev="3.7 / 7.9"
Co 0.188108 -0.217149 -0.007398 1.2 0.2 -0.4
N 0.256968 1.711031 0.643002 -2.5 2.1 3.1
S 0.752258 3.026501 0.008992 5.8 4.1 -5.9
O 1.430838 4.109121 0.801212 -2.8 -2.6 -1.0
O -0.014732 3.431581 -1.178028 1.1 -0.5 2.3
F 2.068308 2.332271 -0.564088 -0.2 0.2 -0.6
S -0.704162 2.606871 1.744082 -2.0 -2.7 4.5
O -1.648122 3.595651 1.309882 1.2 0.1 -0.5
O -0.002662 2.751631 2.995502 -0.3 0.6 -1.4
F -1.662652 1.411151 2.072122 -0.1 0.0 -0.5
N -0.993352 -0.079519 -1.620868 -3.8 2.0 -1.5
S -2.487032 0.829781 -1.835408 -2.1 3.2 2.5
O -3.743542 0.106071 -1.671028 2.3 0.7 -0.9
O -2.417432 1.927111 -2.802588 0.1 -2.4 1.5
F -2.406712 1.548881 -0.409918 0.4 -0.3 -0.8
S -1.229232 -0.841269 -2.990678 3.8 -3.8 -3.8
O -0.900762 -0.065239 -4.201628 -1.1 -1.4 2.5
O -2.288582 -1.814139 -3.011648 0.0 1.3 -0.3
F 0.019628 -1.834189 -2.805328 -0.1 0.7 -0.1
N 2.140808 -0.712669 -0.262808 -4.8 1.7 -5.1
S 3.146268 -0.800489 -1.697378 0.6 -2.3 -1.4
O 3.077118 -2.027039 -2.511128 -0.4 1.1 1.4
O 4.348728 -0.031119 -1.746498 1.2 1.3 -0.5
F 2.224638 0.132451 -2.582308 -1.3 0.6 0.0
S 3.333558 -1.055779 0.552782 5.6 -2.5 6.5
O 4.167158 -0.030909 1.153532 -0.1 0.4 -1.2
O 3.897268 -2.387909 0.503322 0.4 -0.7 -0.8
F 2.472408 -1.339609 1.903632 -1.4 0.1 0.6
N -0.785302 -1.416289 1.220642 0.9 0.4 4.1
S -0.873972 -1.288939 2.870122 2.1 2.6 7.6
O -0.480932 -2.427199 3.695952 -0.6 0.8 -2.1
O -2.013132 -0.523829 3.453652 2.3 -2.1 -2.1
F 0.413218 -0.348269 3.163112 -1.4 -0.2 -1.3
S -2.059062 -2.294809 1.217892 -6.6 -5.2 -6.1
O -3.317542 -1.578549 1.042822 1.8 -0.6 1.0
O -2.111812 -3.616369 1.857332 0.5 2.6 -0.1
F -1.796532 -2.788819 -0.310878 0.1 0.3 0.4

=====

29
Properties=species:S:1:pos:R:3:forces:R:3 method="wB97M-V/def2-TZVPD" lumo_energy_ev="11.93 / 11.93" largest_force_ev_per_a=5.643 spin_multiplicity=4 e_tot_ha=-3344.7660 charge=-5 gap_ev="6.7 / 6.7"
Co 0.263060 -0.031787 0.205627 -0.6 0.2 0.0
N -2.960988 -0.890372 1.989219 0.2 -0.1 3.1
O -3.606773 -1.973307 2.125959 0.8 -0.3 -0.9
O -1.693861 -0.846683 2.003989 -1.2 -0.4 -0.9
O -3.613422 0.148108 2.189511 0.0 0.8 -0.8
N -1.116154 -1.187758 -2.887076 0.3 -2.6 -0.3
O -0.200262 -0.626354 -2.288036 -0.2 0.9 0.1
O -1.829145 -2.055394 -2.316559 -0.1 1.0 -0.2
O -1.210706 -1.083103 -4.154524 -0.2 0.7 0.0
N 3.480896 -1.452227 0.115635 0.1 4.5 0.7
O 2.592571 -0.939108 0.871824 -0.3 -2.0 -0.3
O 4.484430 -0.649770 0.012191 0.7 -1.8 -0.6
O 3.385567 -2.478144 -0.534578 0.0 -0.6 0.4
N 0.023952 -3.314520 0.248117 -5.6 0.0 -0.7
O 0.665868 -4.219236 -0.271331 2.1 0.0 0.0
O 0.197209 -2.090432 0.029111 1.4 -0.9 0.2
O -1.123277 -3.654446 0.750443 2.1 0.5 0.4
N 1.639851 2.073679 -1.447328 2.8 3.4 0.0
O 1.796035 3.198039 -0.862012 -1.0 -1.6 0.3
O 1.773319 2.114944 -2.677400 -0.8 -1.3 -0.5
O 1.686308 1.007136 -0.791131 -0.5 -0.2 -0.3
N -2.041803 2.265523 -0.231581 -3.4 -1.0 -2.4
O -1.741110 3.419422 -0.021021 0.8 0.6 0.6
O -1.217821 1.370447 -0.558766 0.5 0.0 0.7
O -3.304459 1.982038 -0.410565 1.8 0.3 0.7
N 0.935242 2.477480 2.209815 -0.4 1.3 0.2
O 0.399841 1.410771 1.852566 0.2 -0.9 0.1
O 1.937303 2.475779 2.979046 -0.3 -0.1 -0.3
O 0.398334 3.549287 1.868844 0.7 -0.4 0.6

=====

85
Properties=species:S:1:pos:R:3:forces:R:3 method="wB97M-V/def2-TZVPD" lumo_energy_ev="-10.11 / -8.66" largest_force_ev_per_a=2.093 spin_multiplicity=4 e_tot_ha=-3183.9839 charge=+3 gap_ev="7.6 / 9.1"
Cr 0.034648 -0.062809 0.145548 -1.4 0.2 0.9
O 5.075238 0.496371 -2.703722 0.0 0.2 0.0
H 4.476998 0.433951 -1.959112 -0.2 0.1 0.3
H 5.045748 -0.370489 -3.108582 0.2 -0.2 -0.2
O 2.150418 -0.403429 0.432288 -0.9 -0.3 -0.3
H 2.681388 -0.936249 -0.159652 0.1 -0.4 -0.7
H 2.779828 -0.031469 1.050128 0.5 0.7 1.0
O 0.518938 2.424661 4.203908 0.0 -0.4 -0.4
H 0.523388 1.690551 4.818148 0.2 0.0 0.6
H -0.186562 2.992551 4.513758 -0.3 0.3 0.1
O -1.498532 -3.578779 2.371068 -0.2 0.3 0.2
H -2.452502 -3.564649 2.293798 -0.3 -0.2 0.0
H -1.272922 -4.508849 2.388458 0.1 -0.4 0.1
O 0.743728 0.436791 -4.675182 -0.3 0.5 0.5
H 0.874718 -0.421019 -4.271152 0.1 -0.5 0.0
H 1.582308 0.636701 -5.091192 0.2 0.1 -0.3
O -0.613002 1.975241 0.632438 0.3 -0.6 -0.5
H -0.193642 2.774541 0.313888 1.1 0.3 -0.7
H -1.225742 2.276661 1.303218 -0.5 -0.9 0.7
O 3.541568 2.388541 -0.660622 -0.2 0.0 -0.1
H 4.082918 2.984201 -1.178672 0.3 0.2 -0.3
H 4.122168 2.080411 0.035218 0.2 -0.2 0.2
O -0.870222 2.868881 -3.051382 -0.1 -0.6 0.1
H -0.252242 2.992501 -3.771832 0.0 -0.1 -0.5
H -0.628052 3.537021 -2.410162 0.1 0.3 0.4
O -3.796952 3.326341 -1.122102 0.1 -0.2 0.2
H -2.948232 3.375241 -0.682212 0.3 -0.1 -0.1
H -3.988562 4.229431 -1.375002 -0.3 0.3 -0.2
O 0.309208 0.077201 2.331868 -0.6 0.0 -1.0
H 0.279468 0.755231 3.006858 -0.2 1.3 -0.3
H 0.660738 -0.692179 2.779868 0.9 -1.1 -0.2
O -3.904142 -2.121689 -0.572912 0.3 0.2 0.3
H -4.777972 -2.355929 -0.885612 -0.5 -0.2 -0.1
H -3.936572 -2.279579 0.370618 -0.2 -0.2 0.3
O -1.602502 -2.950699 -1.797282 0.9 -0.1 -0.3
H -1.842672 -2.934639 -2.723722 -0.1 -0.2 -0.3
H -2.404482 -2.703079 -1.337122 -0.5 0.1 0.3
O -2.557802 2.252901 2.500878 0.3 0.1 0.1
H -2.676022 3.186491 2.325788 -0.3 0.5 0.1
H -3.258932 2.033101 3.114338 -0.1 -0.1 0.2
O 1.910998 3.035001 1.786288 0.0 -0.3 -0.3
H 2.862038 3.137631 1.821288 0.2 0.3 -0.2
H 1.633778 3.053251 2.702288 -0.2 0.0 0.5
O 4.010348 -2.393459 -0.895872 -0.4 0.4 0.1
H 3.515748 -3.196689 -0.733332 -0.1 -0.2 0.1
H 4.747158 -2.671299 -1.440062 0.4 0.0 -0.1
O -1.942572 -0.438139 0.934958 1.1 -0.2 -0.8
H -2.759922 -0.574209 0.455748 -0.4 0.4 -0.7
H -2.201752 -0.438149 1.856398 0.1 0.4 1.1
O 0.094678 -2.211479 0.805318 0.0 1.9 -0.7
H 0.501888 -3.005629 0.459298 0.8 -0.4 -0.6
H -0.543142 -2.527999 1.445038 -0.7 -0.2 0.5
O -3.033972 -0.838179 3.464738 0.4 0.0 -0.4
H -3.288392 -1.756079 3.370078 -0.1 -0.3 0.3
H -3.627942 -0.491969 4.130758 -0.2 0.2 0.3
O -4.641182 1.277481 0.574408 0.1 -1.0 0.3
H -4.475412 1.892411 -0.140172 -0.1 0.6 -0.5
H -4.668872 1.824001 1.359758 -0.1 0.1 0.0
O -1.323212 0.326291 -1.534932 1.5 -0.4 1.4
H -2.206602 0.000781 -1.707812 -1.1 -0.5 -0.5
H -1.116962 0.874401 -2.292072 0.3 0.9 -0.5
O -3.658872 -0.263859 -2.691642 0.3 0.2 0.2
H -3.656222 -0.977669 -3.329372 0.0 -0.1 -0.4
H -4.269892 -0.550659 -2.012942 -0.4 0.2 0.2
O 4.135958 0.218621 2.037938 -0.1 0.1 -0.1
H 4.270928 -0.656999 2.400308 0.3 -0.4 0.0
H 4.198378 0.803191 2.793328 0.1 0.3 0.3
O 1.355108 -4.635089 0.188498 -0.2 0.4 -0.1
H 0.917368 -5.307279 0.710768 -0.1 -0.4 0.1
H 2.240378 -4.973709 0.054828 0.2 -0.2 0.0
O 0.824298 -1.447039 -1.676712 -0.3 0.4 0.9
H 0.149898 -2.075079 -1.935542 -0.9 -0.4 0.2
H 1.546198 -1.605819 -2.284902 0.7 0.2 -0.4
O 1.150978 1.240081 -1.243212 -0.7 -0.1 -0.3
H 1.863278 1.876381 -1.180042 1.0 0.3 0.8
H 0.921418 1.228281 -2.172402 -0.3 -0.1 -0.6
O 1.938918 -2.262289 -3.863832 0.1 0.1 0.0
H 2.710608 -2.425319 -4.406192 0.3 0.0 -0.3
H 1.548918 -3.126929 -3.735302 -0.2 -0.4 -0.1
O 0.438248 4.335341 -0.837832 -0.5 -0.4 0.0
H 0.020048 5.125271 -0.495272 0.0 0.4 0.2
H 1.120938 4.660461 -1.424732 0.4 0.1 -0.1
O 1.360478 -2.115159 3.373638 -0.1 0.1 -0.1
H 0.671298 -2.007729 4.029168 -0.3 -0.5 0.6
H 2.159488 -2.244939 3.884488 0.4 -0.1 0.2